A cluster of 14 separate species, C33H65Cl26FN3O in total in a non-equilibrium geometry, computed with the ωB97M-V functional and the def2-TZVPD basis.

```
129
Properties=species:S:1:pos:R:3:forces:R:3:mulliken_charge:R:1
C 3.283217 -0.604728 1.169298 -0.50 -0.59 -0.07 -0.600
C 3.832009 -1.671216 0.003787 -0.40 0.88 -0.91 -0.147
C 2.568250 -2.290860 -0.899721 0.22 1.10 0.82 -0.171
C 1.739766 -0.959260 -1.441235 0.04 -0.22 0.63 0.482
C 1.002420 -1.190507 -2.887994 0.74 0.64 -0.53 -0.556
C 0.202054 0.169836 -3.441208 -0.01 -1.02 0.79 -0.099
C -1.017165 0.418396 -2.337595 -0.60 0.30 -0.67 -0.564
C -1.050256 1.973670 -1.755239 1.81 -0.75 -2.00 -1.231
C 0.389215 2.464080 -1.112909 1.44 1.44 -0.43 0.496
C 0.777778 4.006560 -1.630546 0.93 -0.32 -0.66 0.454
N 0.437525 2.460406 0.398077 -1.57 -0.07 -1.04 -0.007
C -0.703106 3.225511 1.030611 1.35 1.22 0.27 0.093
N -0.905066 2.606784 2.421846 1.61 -7.22 -2.24 -0.612
C -0.558789 1.257393 2.275162 1.51 -3.16 0.55 0.687
O -0.189390 -0.052546 2.271064 -3.33 10.86 0.26 -0.512
C -2.072102 3.307606 0.133194 0.19 2.39 1.06 -0.718
C -3.317390 3.604828 1.150225 -0.66 1.18 0.65 -0.457
C -3.009587 5.036792 1.958036 -0.71 0.31 -0.16 -0.097
C -4.393547 5.925611 2.192299 1.48 1.01 0.34 0.002
F -5.053412 6.259200 0.890762 1.25 -1.16 2.61 -0.356
N -2.225780 2.104856 -0.763453 0.68 -0.83 0.17 0.793
C -3.525184 2.015551 -1.527374 -2.45 -1.45 -2.50 -0.435
C -4.302499 0.559047 -1.256855 0.10 0.41 0.37 -0.692
C -4.746765 0.336865 0.304466 -0.06 -2.05 -0.45 0.140
C -4.498224 -1.286720 0.621207 -0.07 -0.38 -0.12 -1.017
H 3.832410 -0.770321 2.198432 -1.03 0.56 -2.23 0.292
H 3.398575 0.527324 0.808973 -0.24 -2.54 0.84 0.144
H 2.131984 -0.835886 1.357069 2.46 0.64 -0.26 0.077
H 4.432862 -0.982619 -0.762586 -0.87 -1.81 1.65 0.300
H 4.485250 -2.529796 0.461576 -1.25 1.93 -1.11 -0.106
H 2.950114 -2.916736 -1.811757 -0.64 1.08 1.84 0.263
H 1.905213 -2.952343 -0.164063 1.30 1.46 -1.91 -0.019
H 0.993137 -0.679237 -0.557025 1.33 -0.48 -2.09 -0.362
H 2.514244 -0.051704 -1.478315 -1.63 -1.93 -0.27 -0.011
H 0.281849 -2.116717 -2.856081 1.26 1.90 0.03 -0.157
H 1.828031 -1.430542 -3.694688 -1.54 0.37 1.67 0.374
H 0.916649 1.098826 -3.548531 -1.30 -1.88 0.44 -0.099
H -0.216641 -0.055868 -4.531301 0.64 0.48 2.48 0.470
H -2.016188 0.133218 -2.925981 2.02 0.95 1.47 0.290
H -0.973396 -0.304713 -1.418736 0.25 1.21 -1.74 0.428
H -1.210665 2.656631 -2.721167 -0.06 -1.23 2.48 0.311
H 1.313235 1.798206 -1.471238 -2.55 1.10 0.69 -0.468
H 0.160257 4.344271 -2.565343 1.02 -0.54 1.81 0.190
H 1.918314 3.994354 -1.983177 -2.85 0.02 0.84 -0.821
H 0.718779 4.804143 -0.776439 -0.11 -1.61 -1.62 0.063
H 1.371629 2.752636 0.773502 -1.34 -0.22 -0.63 0.358
H -0.341543 4.338907 1.226831 -1.21 -2.17 -0.26 0.463
H -1.950657 4.250490 -0.589053 -0.30 -2.07 1.52 0.068
H -4.360564 3.779863 0.621504 2.37 -0.48 0.71 0.371
H -3.497035 2.802178 1.981431 0.67 1.28 -1.81 0.210
H -2.526311 4.818500 3.012423 -1.05 0.47 -2.14 0.343
H -2.278597 5.731472 1.362666 -1.35 -1.42 0.99 -0.222
H -5.113946 5.454762 2.985339 1.01 0.72 -2.08 0.007
H -4.034290 6.969501 2.638047 -0.95 -2.30 -1.13 0.191
H -2.145062 1.241431 -0.146302 -0.27 1.09 -0.79 0.583
H -3.286451 1.998578 -2.697394 -0.28 0.25 2.72 0.315
H -4.264297 2.908884 -1.373019 1.77 -1.67 0.18 0.491
H -5.250497 0.516667 -1.955076 1.94 0.24 1.42 0.338
H -3.635291 -0.368714 -1.556159 -1.08 2.20 0.47 0.233
H -5.903396 0.514097 0.396964 2.46 0.10 0.10 0.430
H -4.096730 0.905693 1.093570 -1.51 -0.73 -1.62 -0.181
H -3.409240 -1.478205 1.070773 -2.48 0.46 -0.81 0.227
H -4.554153 -1.946275 -0.364130 0.01 1.54 1.96 0.256
H -5.345478 -1.706672 1.330596 2.01 0.91 -1.26 0.337
C 2.847665 -4.734342 2.772122 -0.02 -0.08 0.49 -0.589
Cl 3.973808 -3.371830 2.750183 -0.28 -0.25 0.64 -0.110
Cl 2.380449 -5.199704 1.131900 -0.19 -0.23 0.06 -0.036
H 3.328607 -5.585486 3.260099 -0.02 0.23 -0.29 0.302
H 1.952493 -4.447071 3.329027 0.21 0.06 -0.25 0.432
C -0.753492 8.547261 0.438107 -0.26 0.35 -0.05 -0.390
Cl -0.291350 8.169111 2.102002 -0.08 0.00 0.00 -0.136
Cl -0.541386 7.143633 -0.615467 -0.05 -0.11 -0.16 -0.129
H -1.803232 8.849934 0.420555 0.29 -0.22 0.03 0.276
H -0.127518 9.364670 0.072047 -0.19 -0.47 0.11 0.332
C 6.285597 -6.773934 1.353153 0.29 -0.15 -0.37 0.242
Cl 5.774148 -5.212367 0.701199 0.34 -0.15 -0.18 -0.062
Cl 5.598787 -7.048459 2.958802 0.04 -0.16 0.09 -0.173
H 5.948675 -7.567304 0.681646 -0.02 0.29 0.25 -0.318
H 7.375814 -6.789543 1.425146 -0.31 0.11 0.10 0.338
C -0.702251 -6.144700 -1.170173 0.04 -0.22 0.38 0.526
Cl -0.364536 -7.436591 -2.328656 0.01 0.02 0.06 -0.157
Cl -1.055598 -4.623680 -1.998923 -0.04 0.18 0.04 -0.145
H -1.565437 -6.428000 -0.563111 0.19 0.08 -0.27 0.194
H 0.170843 -6.005471 -0.528050 -0.19 0.00 -0.27 -0.428
C 3.965843 -8.971655 -1.420023 -0.51 -0.23 -0.19 0.349
Cl 4.996437 -9.810412 -0.254056 -0.04 -0.10 -0.01 -0.198
Cl 4.695739 -7.444784 -1.931000 -0.08 0.05 -0.02 -0.154
H 3.826760 -9.610177 -2.295705 0.19 0.15 0.25 0.240
H 2.998241 -8.765700 -0.955987 0.34 0.04 -0.01 -0.223
C -0.035501 -7.857107 2.334795 0.23 0.05 0.35 -0.059
Cl -1.779295 -7.753280 2.063650 -0.02 0.05 0.09 -0.161
Cl 0.794397 -8.482069 0.904455 0.05 -0.06 0.13 -0.035
H 0.349124 -6.859961 2.562032 -0.12 -0.21 -0.21 -0.107
H 0.154297 -8.526716 3.177173 -0.12 0.08 -0.31 0.357
C 4.213447 6.160594 -2.521724 0.29 0.31 -0.18 -0.422
Cl 4.175455 4.430218 -2.161901 0.55 -0.03 -0.07 -0.125
Cl 2.678391 6.931039 -2.103156 0.04 0.10 -0.03 -0.077
H 5.014816 6.626646 -1.943384 -0.28 -0.19 -0.05 0.333
H 4.400913 6.297901 -3.589433 -0.15 -0.13 0.27 0.311
C -4.903341 6.837988 6.348772 0.01 0.11 0.46 -0.363
Cl -6.205270 6.008251 5.487591 -0.03 -0.03 0.07 -0.113
Cl -3.602094 7.297784 5.243998 0.11 0.06 0.22 -0.108
H -5.305456 7.738444 6.819257 0.08 -0.21 -0.26 0.314
H -4.500817 6.169992 7.114119 -0.08 0.11 -0.32 0.289
C -0.395495 12.308509 1.431790 0.03 0.36 0.25 -0.240
Cl -1.896070 11.692477 0.729012 -0.12 0.16 0.04 -0.133
Cl 0.973657 11.269113 1.019163 0.30 0.39 0.12 -0.137
H -0.208296 13.313456 1.045898 -0.05 -0.34 -0.02 0.310
H -0.500149 12.344147 2.518886 0.02 -0.15 -0.31 0.267
C -9.037376 3.788480 5.444131 -0.01 0.14 0.39 -0.096
Cl -10.781170 3.892307 5.172985 0.08 0.03 0.10 -0.151
Cl -8.207477 3.163518 4.013791 0.17 0.00 -0.01 -0.138
H -8.652751 4.785626 5.671368 -0.18 -0.27 -0.17 0.098
H -8.847578 3.118871 6.286509 -0.09 0.09 -0.31 0.297
C 1.827892 2.050650 -6.246289 -0.14 -0.19 -0.32 -0.157
Cl 1.704370 3.641560 -5.485457 -0.13 0.04 0.03 -0.130
Cl 3.175665 1.126305 -5.572289 -0.07 -0.06 -0.03 -0.138
H 0.898941 1.501439 -6.075147 0.27 0.16 0.06 0.095
H 1.987284 2.180931 -7.319425 0.06 0.03 0.33 0.376
C 3.835267 -13.173352 1.033211 0.33 0.12 0.13 -0.166
Cl 2.326303 -12.446075 0.468223 0.01 0.13 0.01 -0.131
Cl 3.776808 -14.935924 0.910313 0.10 0.05 0.04 -0.161
H 4.660454 -12.801188 0.421301 -0.30 -0.13 0.06 0.166
H 3.995320 -12.894677 2.077588 -0.16 -0.13 -0.26 0.292
C 5.585504 -9.056745 -5.131765 0.14 0.39 -0.06 -0.035
Cl 5.793215 -10.449293 -4.062755 0.09 0.03 0.08 -0.145
Cl 4.479963 -9.433126 -6.458904 0.02 0.10 -0.01 -0.157
H 5.178052 -8.223082 -4.554822 0.03 -0.32 -0.13 0.036
H 6.557418 -8.778486 -5.546439 -0.25 -0.21 0.07 0.311
```
Forces are in eV/Å.

Computed properties:
Charge = +1
Electronic energy = -13600.0910 a.u.
LUMO energy = -0.080 Eh

=====

A cluster of 8 separate species, C33H65F3O9P in total in a non-equilibrium geometry, computed with the ωB97M-V functional and the def2-TZVPD basis.

```
111
Properties=species:S:1:pos:R:3:forces:R:3:mulliken_charge:R:1
C 6.077116 0.943267 1.430026 -1.01 -0.37 0.48 -0.783
C 4.698537 0.531647 1.402452 0.41 0.35 0.35 -0.403
C 3.563858 1.478569 1.898712 1.01 -0.27 -1.11 0.398
C 2.991540 1.232084 3.394966 0.42 -0.99 -1.04 -0.421
O 2.164954 2.403221 3.595866 1.35 -2.30 -1.00 -0.515
P 1.464669 2.775089 2.029920 -1.60 2.70 -2.01 0.558
C -0.105438 1.700097 2.410948 0.18 -0.67 0.21 0.319
F -1.286396 2.230237 1.850895 1.36 -0.69 1.00 -0.214
F -0.028888 0.392550 1.873024 -0.71 1.33 1.22 -0.315
F -0.309747 1.628547 3.793913 -0.78 -0.66 -1.69 -0.295
O 2.338389 1.542870 1.131471 1.81 0.38 2.24 -0.515
H 6.722598 0.560358 2.275745 -0.02 -1.07 -2.09 0.172
H 6.565412 1.566533 0.633325 -1.02 0.95 1.79 0.294
H 4.521105 -0.528583 1.033903 -0.18 0.64 2.08 0.307
H 4.113658 2.469248 2.043380 -0.79 -0.64 -0.66 0.139
H 3.754062 0.994012 4.187175 -0.51 1.06 -0.61 0.385
H 2.438310 0.250187 3.284979 -0.10 1.10 0.25 0.182
H 0.818524 3.906592 2.689046 -0.47 -0.57 0.13 -0.335
H 0.776159 3.029080 0.774408 0.00 0.11 0.35 -0.092
H 2.449653 3.752978 1.639792 0.55 -0.36 0.28 0.133
C 7.089034 -1.176335 -3.519084 -0.13 -0.06 -0.37 -0.413
C 8.284513 -0.448002 -2.941529 0.33 -0.07 0.12 -0.705
C 7.625533 0.507275 -1.962021 -0.25 0.20 0.10 -0.482
O 6.433832 -0.135868 -1.494947 0.28 -0.13 -0.43 -0.285
C 6.174115 -1.281257 -2.314367 -0.06 -0.06 0.31 -0.452
H 7.332603 -2.146670 -3.953791 -0.08 0.03 0.00 0.318
H 6.618201 -0.562739 -4.293780 0.01 -0.05 0.02 0.255
H 8.924386 -1.153911 -2.402610 0.00 0.05 -0.03 0.310
H 8.893911 0.061305 -3.689656 -0.03 0.00 0.04 0.346
H 7.332870 1.442002 -2.453067 0.10 0.04 -0.01 0.279
H 8.269137 0.747304 -1.112504 -0.11 -0.01 0.04 0.328
H 6.398668 -2.175589 -1.722244 -0.05 -0.07 -0.07 0.255
H 5.117577 -1.302512 -2.589677 0.00 0.06 0.11 0.258
C 3.237312 -4.521176 -5.051293 -0.09 -0.17 0.19 -0.095
C 3.127521 -3.307113 -5.951655 -0.10 0.06 -0.30 -0.611
C 4.509566 -2.693935 -5.823540 0.19 0.18 0.17 -0.248
O 5.421874 -3.774522 -5.587642 -0.21 -0.02 -0.01 -0.403
C 4.669947 -4.959718 -5.289847 0.15 -0.02 -0.16 -0.485
H 2.509569 -5.301911 -5.275150 0.16 0.15 0.09 0.163
H 3.106973 -4.221541 -4.006442 -0.02 -0.06 -0.04 0.155
H 2.953662 -3.625566 -6.984517 -0.01 0.04 0.04 0.302
H 2.329337 -2.619967 -5.668016 0.06 -0.01 0.00 0.349
H 4.564456 -2.014849 -4.965984 -0.07 0.07 -0.05 0.023
H 4.811682 -2.147777 -6.719941 0.11 -0.05 0.05 0.322
H 4.741323 -5.628986 -6.154765 -0.04 -0.08 0.04 0.267
H 5.105767 -5.462694 -4.423999 0.09 0.07 -0.05 0.266
C -4.843863 -0.583650 2.371485 -0.06 -0.33 0.08 -0.510
C -3.598529 0.230240 2.079379 0.08 0.25 0.18 -0.194
C -3.562253 0.214439 0.563820 0.20 -0.08 -0.22 -0.203
O -4.927573 0.137648 0.117754 -0.09 -0.12 0.26 -0.452
C -5.763826 -0.170179 1.237517 -0.09 0.24 -0.18 -0.327
H -5.272064 -0.394077 3.357095 0.00 -0.01 -0.05 0.406
H -4.615079 -1.652473 2.297128 -0.05 0.02 0.03 0.119
H -3.731058 1.254351 2.439041 0.10 -0.06 -0.02 0.137
H -2.692428 -0.173639 2.530153 -0.02 0.09 -0.07 0.313
H -3.035379 -0.669053 0.187709 0.08 0.04 0.03 0.230
H -3.089208 1.104416 0.147029 -0.07 -0.06 -0.02 0.040
H -6.328306 0.733802 1.493931 -0.07 -0.05 0.09 0.303
H -6.471423 -0.955675 0.962265 0.00 0.06 -0.09 0.130
C -2.141675 6.867367 0.889921 -0.05 0.46 -0.08 -0.247
C -3.027212 5.693365 0.532563 -0.28 -0.23 0.21 -0.524
C -2.158218 4.935255 -0.452345 0.35 -0.13 -0.22 -0.139
O -0.797281 5.173836 -0.077004 -0.49 0.37 -0.01 -0.379
C -0.764519 6.235282 0.888007 0.29 -0.36 0.22 -0.111
H -2.393681 7.333144 1.844148 0.08 -0.03 0.00 0.048
H -2.204033 7.631949 0.107819 -0.01 0.00 0.04 0.261
H -3.206752 5.079971 1.420991 0.01 0.00 -0.06 0.187
H -3.994327 5.981073 0.115767 0.04 -0.02 -0.02 0.398
H -2.295922 5.309487 -1.474035 -0.13 -0.02 -0.04 0.277
H -2.355743 3.861145 -0.445268 0.13 0.01 0.01 -0.002
H -0.529239 5.795020 1.862422 0.05 0.08 0.00 -0.098
H 0.023186 6.945258 0.627226 0.03 -0.11 -0.05 0.345
C -0.117473 -7.041240 -2.305602 0.21 0.00 0.34 -0.576
C -1.092725 -6.059721 -2.921998 -0.36 -0.02 -0.11 -0.519
C -0.213277 -5.326216 -3.916822 0.20 0.26 -0.06 -0.424
O 0.790036 -6.257335 -4.349645 -0.40 -0.24 0.31 -0.349
C 0.754142 -7.406466 -3.492754 0.02 -0.14 -0.27 -0.414
H -0.596121 -7.907353 -1.847124 0.03 0.03 -0.04 0.337
H 0.482815 -6.537750 -1.541782 -0.03 -0.06 -0.02 0.278
H -1.882224 -6.603142 -3.450272 0.01 0.06 0.04 0.235
H -1.563393 -5.393900 -2.198219 0.03 -0.02 -0.05 0.321
H 0.295817 -4.477608 -3.447448 -0.08 0.05 0.00 0.255
H -0.771658 -4.961830 -4.781450 0.11 -0.04 -0.03 0.315
H 0.321646 -8.236722 -4.062180 0.03 -0.07 0.07 0.258
H 1.770829 -7.677473 -3.200147 0.01 0.07 -0.10 0.257
C -6.774262 -3.870481 0.743745 -0.02 0.36 -0.12 -0.299
C -7.649406 -5.051252 0.374572 -0.23 -0.23 0.21 -0.647
C -6.770626 -5.796512 -0.613264 0.18 -0.01 -0.26 -0.468
O -5.413230 -5.547320 -0.228968 -0.27 0.10 0.08 -0.414
C -5.390431 -4.492229 0.742634 0.23 -0.15 0.15 -0.360
H -7.034080 -3.412461 1.698968 0.04 -0.02 -0.04 0.357
H -6.839479 -3.102555 -0.033010 0.03 -0.02 0.07 0.188
H -7.828034 -5.671560 1.258533 -0.02 0.01 -0.06 0.274
H -8.616188 -4.768767 -0.044300 0.05 -0.02 -0.01 0.335
H -6.906915 -5.416939 -1.631768 -0.10 -0.04 -0.01 0.282
H -6.959273 -6.872349 -0.614977 0.11 0.02 -0.01 0.288
H -5.154254 -4.936600 1.715824 0.01 0.09 0.04 0.261
H -4.607412 -3.775436 0.488555 0.01 -0.10 -0.05 0.204
C -2.110713 6.763404 6.650707 0.19 0.01 0.33 -0.491
C -3.097936 7.734781 6.037974 -0.39 -0.02 -0.10 -0.557
C -2.222824 8.498129 5.060882 0.31 0.11 -0.12 -0.380
O -1.200055 7.594851 4.626002 -0.31 0.08 0.28 -0.416
C -1.221919 6.431115 5.466968 0.08 -0.27 -0.31 -0.353
H -2.577299 5.882282 7.092698 0.04 0.02 -0.05 0.325
H -1.526785 7.267544 7.427510 -0.03 -0.05 -0.01 0.264
H -3.871876 7.183672 5.494761 0.02 0.05 0.02 0.268
H -3.588418 8.382556 6.766359 0.03 0.00 -0.05 0.340
H -1.734299 9.350570 5.546460 -0.10 0.07 0.02 0.294
H -2.780694 8.863423 4.195459 0.09 -0.02 -0.03 0.246
H -1.633043 5.601787 4.882370 0.07 -0.06 0.07 0.190
H -0.204000 6.174967 5.764351 -0.01 0.04 -0.14 0.268
```
Forces are in eV/Å.

Computed properties:
Charge = -1
Electronic energy = -2614.2108 a.u.
LUMO energy = 0.078 Eh

=====

The lowest charge belongs to which entry? C33H65F3O9P